(1)
The following is a quantum chemistry calculation of an isolated ion of composition C6H12N and charge +1 in a non-equilibrium geometry, from OMol25.

## Properties
Relative energy (zero: lowest compared OMol25 entry of this formula, charge and spin): 523.9 kJ/mol
Highest occupied orbital energy (spin up / spin down): -12.1 / -12.9 eV
Total charge: +1
Orbital gap (spin up / spin down): 7.4 / 8.8 eV
Multiplicity: 1

```
19
Properties=species:S:1:pos:R:3:nbo_charge:R:1
C -0.284 -1.539 0.794 -0.38
C -0.324 -1.640 -0.753 -0.43
C -0.817 0.966 0.323 0.03
C 1.295 0.306 -0.398 -0.09
C -0.037 -0.344 -0.010 -0.19
C -1.119 1.081 1.707 -0.71
N 1.353 0.714 -1.742 -0.72
H -1.116 -1.588 1.435 0.24
H 0.444 -2.112 1.257 0.24
H 0.642 -2.048 -1.069 0.22
H -1.282 -1.875 -1.368 0.26
H -1.035 1.724 -0.450 0.21
H 1.893 0.824 0.327 0.23
H -1.658 1.959 2.070 0.25
H -0.370 1.018 2.352 0.25
H -1.691 0.179 1.972 0.25
H 0.776 1.626 -1.991 0.44
H 0.921 0.021 -2.350 0.44
H 2.407 0.727 -2.107 0.47
```


(2)
The following is a quantum chemistry calculation of a 2-piece molecular cluster, C10H16 overall in a non-equilibrium geometry, from OMol25.

## Properties
SMILES: Cc1ccccc1.CCC
Relative energy (zero: lowest compared OMol25 entry of this formula, charge and spin): 36.7 kJ/mol
Highest occupied orbital energy: -9.0 eV
Total charge: 0
Orbital gap: 10.0 eV
Multiplicity: 1

```
26
Properties=species:S:1:pos:R:3:nbo_charge:R:1
C -1.830 -3.435 0.777 -0.63
C -0.661 -2.522 1.053 -0.01
C 0.630 -2.973 0.744 -0.22
C 1.742 -2.220 1.038 -0.19
C 1.573 -0.958 1.618 -0.23
C 0.299 -0.467 1.840 -0.21
C -0.817 -1.225 1.513 -0.22
H -1.775 -4.258 1.490 0.22
H -1.886 -3.757 -0.256 0.22
H -2.773 -2.915 0.985 0.21
H 0.748 -3.957 0.312 0.21
H 2.755 -2.566 0.908 0.21
H 2.423 -0.337 1.895 0.21
H 0.220 0.517 2.294 0.21
H -1.823 -0.868 1.731 0.21
C 0.074 1.810 -2.339 -0.61
C 0.327 3.278 -2.031 -0.40
C 0.012 3.701 -0.604 -0.61
H -0.932 1.594 -2.699 0.20
H 0.283 1.151 -1.497 0.21
H 0.743 1.422 -3.115 0.21
H 1.364 3.535 -2.255 0.19
H -0.244 3.903 -2.713 0.20
H 0.088 4.787 -0.509 0.21
H -1.054 3.513 -0.424 0.20
H 0.515 3.248 0.244 0.21
```


(3)
The following is a quantum chemistry calculation of C11H24ClN3NbO5Rb as an isolated structure in a non-equilibrium geometry, from OMol25.

## Properties
Highest occupied orbital energy (spin up / spin down): -16.1 / -16.1 eV
Total charge: +2
Orbital gap (spin up / spin down): 7.5 / 7.5 eV
Multiplicity: 1

```
46
Properties=species:S:1:pos:R:3:nbo_charge:R:1
N 2.019 -0.187 0.496 -0.93
C 2.915 -0.815 1.107 0.89
O 3.942 -1.289 1.494 -0.40
Rb 2.190 -0.335 -2.718 0.99
Nb -0.012 -0.022 0.672 2.13
N -0.529 -1.451 -0.657 -0.67
N -0.275 1.644 -0.372 -0.62
C -0.384 -2.899 -0.249 0.12
C 0.379 2.969 -0.460 0.11
C 0.780 -3.494 -1.056 -0.63
C -1.667 -3.643 -0.602 -0.64
C -0.141 -3.081 1.260 -0.66
C 0.019 3.586 -1.812 -0.61
C -0.195 3.896 0.629 -0.63
C 1.907 2.858 -0.337 -0.61
H 0.672 -3.318 -2.144 0.20
H 0.817 -4.585 -0.898 0.26
H 1.736 -3.051 -0.731 0.20
H -2.534 -3.181 -0.122 0.23
H -1.583 -4.670 -0.235 0.25
H -1.856 -3.697 -1.679 0.22
H 0.788 -2.596 1.622 0.21
H -0.017 -4.172 1.422 0.28
H -1.010 -2.749 1.860 0.25
H 0.302 2.922 -2.645 0.19
H 0.568 4.532 -1.884 0.25
H -1.061 3.785 -1.874 0.23
H -1.281 4.024 0.495 0.22
H 0.274 4.886 0.514 0.25
H -0.007 3.509 1.644 0.23
H 2.226 2.316 0.573 0.23
H 2.297 3.894 -0.303 0.26
H 2.338 2.350 -1.229 0.18
C -1.739 1.681 -0.591 -0.45
H -2.254 0.793 -0.150 0.23
H -2.204 2.563 -0.100 0.25
H -1.963 1.694 -1.678 0.24
C -1.001 -1.275 -2.028 -0.45
H -2.072 -1.459 -2.121 0.25
H -0.815 -0.260 -2.391 0.20
H -0.516 -1.965 -2.728 0.21
O 0.016 1.402 4.591 -0.62
Cl -0.157 0.051 4.177 2.39
O 1.099 -0.632 3.959 -0.69
O -1.166 -0.728 4.849 -0.60
O -0.846 0.200 2.430 -0.91
```


(4)
The following is a quantum chemistry calculation of C4H7InO as an isolated structure in a non-equilibrium geometry, from OMol25.

## Properties
Relative energy (zero: lowest compared OMol25 entry of this formula, charge and spin): 0.0 kJ/mol
Highest occupied orbital energy: -19.6 eV
Total charge: +2
Orbital gap: 8.1 eV
Multiplicity: 1

```
13
Properties=species:S:1:pos:R:3:mulliken_charge:R:1
C 1.170 -1.236 0.512 -0.48
C 0.208 -0.067 0.762 0.00
C -0.328 0.586 -0.400 0.22
O -0.681 1.773 -0.408 -0.45
In -1.241 3.020 -1.593 1.17
H 1.431 -1.451 -0.525 0.28
H 0.369 0.558 1.639 0.39
H 1.995 -1.287 1.221 0.29
H -0.498 -0.035 -1.300 0.31
C -0.194 -1.533 0.974 -0.48
H -0.907 -1.958 0.267 0.28
H -0.357 -1.798 2.018 0.28
H -0.967 3.428 -3.167 0.19
```


(5)
The following is a quantum chemistry calculation of C33H57BrCoN2O2Si as an isolated structure in a non-equilibrium geometry, from OMol25.

## Properties
Expectation value of S²: 6.021
Relative energy (zero: lowest compared OMol25 entry of this formula, charge and spin): 0.0 kJ/mol
Highest occupied orbital energy (spin up / spin down): -10.2 / -10.4 eV
Total charge: +1
Orbital gap (spin up / spin down): 8.3 / 7.4 eV
Multiplicity: 5

```
97
Properties=species:S:1:pos:R:3:mulliken_charge:R:1
O 1.648 -3.095 -2.281 -0.29
O 0.841 -1.714 -3.906 -0.17
C 3.050 -3.006 -1.855 -0.22
C 3.204 -2.656 -0.399 -1.16
H 3.494 -2.242 -2.503 0.42
H 3.501 -3.977 -2.087 0.21
H 2.673 -1.733 -0.133 0.05
H 4.265 -2.503 -0.182 0.48
H 2.850 -3.457 0.259 0.50
C 0.747 -3.909 -1.444 0.14
C -0.128 -4.751 -2.328 -1.44
H 0.172 -3.202 -0.830 -0.12
H 1.369 -4.515 -0.777 0.49
H -0.703 -4.152 -3.046 0.27
H -0.829 -5.305 -1.695 0.41
H 0.491 -5.475 -2.874 0.39
C -0.469 -1.079 -3.841 -0.75
C 1.833 -1.120 -4.796 -0.37
C -1.112 -1.181 -2.483 -0.44
H -1.071 -1.566 -4.618 0.21
H -0.343 -0.028 -4.108 0.57
H -1.346 -2.215 -2.201 0.35
H -2.055 -0.621 -2.514 0.49
H -0.492 -0.720 -1.698 -0.22
C 2.527 -2.184 -5.606 -1.23
H 2.531 -0.565 -4.157 0.22
H 1.297 -0.415 -5.437 0.52
H 3.057 -2.908 -4.976 0.25
H 3.258 -1.699 -6.258 0.43
H 1.809 -2.707 -6.245 0.34
H 1.226 -2.424 -3.092 0.76
N -0.733 0.092 2.968 1.30
C -1.715 0.306 3.867 1.25
C -2.547 1.421 3.808 -2.23
C -2.613 2.330 2.753 1.57
C -1.940 -0.717 4.943 -1.52
H -1.006 -1.000 5.452 0.27
H -2.414 -1.631 4.548 0.23
H -2.616 -0.282 5.688 0.49
C -3.733 3.326 2.698 -1.56
H -4.433 3.116 1.875 0.23
H -3.363 4.356 2.588 0.18
H -4.289 3.263 3.640 0.49
N -1.705 2.328 1.761 1.65
C -0.197 -1.218 2.783 -1.15
C 1.088 -1.537 3.270 1.94
C 1.966 -0.525 3.930 -1.27
C 1.548 -2.851 3.151 -0.88
H 2.544 -3.088 3.531 0.44
C 0.752 -3.841 2.582 -1.09
H 1.104 -4.876 2.533 0.47
C -0.508 -3.515 2.079 -0.93
H -1.147 -4.279 1.629 0.47
C -0.982 -2.205 2.137 1.08
C -2.295 -1.879 1.493 -0.78
C -1.960 3.000 0.526 -0.76
C -1.399 4.272 0.284 1.45
C -0.722 5.056 1.361 -1.38
C -1.539 4.838 -0.986 -0.89
H -1.079 5.808 -1.175 0.46
C -2.255 4.180 -1.984 -0.93
H -2.331 4.618 -2.979 0.41
C -2.895 2.972 -1.706 -0.85
H -3.499 2.469 -2.462 0.47
C -2.796 2.392 -0.442 1.01
C -3.598 1.165 -0.130 -1.50
Co -0.018 1.587 2.055 -1.53
H 2.488 0.114 3.202 0.15
H 2.739 -1.049 4.505 0.54
H 1.418 0.128 4.620 0.25
H -2.153 -1.337 0.545 -0.24
H -2.951 -1.278 2.137 0.34
H -2.830 -2.805 1.243 0.53
H 0.026 5.732 0.925 0.49
H -0.203 4.418 2.094 -0.11
H -1.440 5.673 1.926 0.36
H -4.516 1.398 0.435 0.33
H -3.031 0.433 0.457 -0.14
H -3.905 0.676 -1.064 0.48
H -3.289 1.526 4.598 0.30
C 0.895 0.827 0.693 2.81
Si 1.946 1.965 -0.415 0.42
H 0.125 0.289 0.097 -1.76
H 1.495 0.017 1.160 -0.56
C 3.478 1.001 -0.960 -0.76
C 2.515 3.540 0.402 -0.93
C 0.909 2.315 -1.945 -0.67
H 0.813 3.395 -2.115 0.48
H -0.102 1.904 -1.826 -0.22
H 1.356 1.868 -2.846 0.43
H 4.101 0.720 -0.100 0.30
H 4.089 1.627 -1.626 0.39
H 3.204 0.086 -1.505 -0.27
H 2.718 3.392 1.471 0.26
H 1.773 4.342 0.310 0.14
H 3.443 3.879 -0.080 0.46
Br 0.917 2.876 3.703 -0.52
```


(6)
The following is a quantum chemistry calculation of a 2-piece molecular cluster, C4H11NO2 overall in a non-equilibrium geometry, from OMol25.

## Properties
SMILES: NCCCC=O.O
Relative energy (zero: lowest compared OMol25 entry of this formula, charge and spin): 265.2 kJ/mol
Highest occupied orbital energy: -9.7 eV
Total charge: 0
Orbital gap: 10.2 eV
Multiplicity: 1

```
18
Properties=species:S:1:pos:R:3:nbo_charge:R:1
N 0.045 3.397 -0.239 -0.86
C -0.122 2.021 -0.842 -0.23
C 0.216 1.124 0.414 -0.39
C 0.221 -0.397 0.068 -0.54
C 0.147 -1.446 1.215 0.46
O -0.358 -2.575 1.021 -0.56
H 0.642 4.095 -0.958 0.36
H -0.955 3.757 -0.131 0.36
H 0.607 2.002 -1.665 0.19
H -1.112 1.888 -1.302 0.19
H 1.257 1.355 0.678 0.21
H -0.497 1.279 1.229 0.21
H 1.161 -0.533 -0.407 0.23
H -0.408 -0.592 -0.850 0.23
H 0.227 -0.939 2.242 0.13
O -0.158 -4.718 -0.508 -0.95
H -0.315 -5.598 -0.080 0.46
H -0.598 -4.122 0.116 0.49
```


> Which value of multiplicity does entry 2 give?

1